[1]
Computed, not measured: a cluster of 2 separate species, C6H15NO in total, with ωB97M-V/def2-TZVPD.

XYZ file:
```
23
Properties=species:S:1:pos:R:3:forces:R:3
H -0.886131 -2.195225 1.743705 0.1428 0.0516 -0.0694
H -1.668644 -0.650398 1.785244 0.2987 -0.2020 -0.3771
C -0.446231 2.410016 -1.972911 2.0115 -1.1862 -1.5043
H -2.228257 -1.882271 0.755122 0.0883 0.0912 -1.4247
H -0.232600 -2.605470 -0.955748 -0.0534 -0.0573 0.0423
H 0.662247 -0.342734 0.655800 -0.5775 -0.5748 0.8627
H -1.330139 2.265247 -2.578807 -0.5761 0.3291 0.3433
H 0.034064 4.266099 -2.854745 -0.1127 -0.0877 -0.1977
N 0.378593 -1.860653 -0.675149 -0.6728 0.0513 -0.7162
H -1.774170 0.073779 -1.124029 0.2625 -0.2792 0.0565
C -0.203939 -0.849666 0.197501 -0.6635 0.2913 -1.7989
H 2.847788 -2.385043 4.615253 0.4224 0.3504 -0.7000
H 1.325100 3.593253 -1.781545 -0.0568 -0.5280 -0.2485
C -0.870152 0.339775 -0.557317 0.3471 0.5378 0.3268
H -1.218770 1.022900 0.234532 0.0157 -0.1294 -0.1238
O 2.192728 -1.783842 4.222079 0.6237 -0.7663 0.6135
H 1.516977 -1.975688 4.868053 -1.0509 0.4195 0.0737
H 1.341310 -2.132748 -0.697320 0.1099 0.3199 0.5089
H 0.296916 0.442460 -2.290794 0.0690 0.2343 -0.1783
H 1.076400 1.156889 -0.936650 0.1031 0.6158 0.1131
C 0.113975 1.112101 -1.442682 -1.0140 -0.9669 0.2805
C 0.374844 3.407488 -2.288216 -0.4710 1.3286 1.0351
C -1.301905 -1.426278 1.078619 0.7540 0.1574 3.0827
```
Positions in Å, forces in eV/Å.

Energy relative to the best compared isomer or geometry (same formula, charge and spin)   241.4 kJ/mol
Electronic energy   -10001.2551 eV
Net charge   0
Kohn-Sham gap   9.29 eV
LUMO energy   0.810 eV



[2]
Computed, not measured: a structure of composition C6H15NO, with ωB97M-V/def2-TZVPD.

XYZ file:
```
23
Properties=species:S:1:pos:R:3:forces:R:3
H -0.100466 1.466030 -1.416133 -0.6174 -0.6725 -0.3033
C -3.223491 -0.887194 -0.158310 1.4169 -1.2574 0.6995
C 1.552081 1.262893 -0.007954 -1.1551 -0.0451 -0.9514
H -0.998021 0.033897 1.182311 -0.1032 0.0993 0.2095
H 2.118104 0.300485 1.901029 -0.4055 0.5199 -0.0363
C -1.037167 0.160020 0.102850 -0.0972 -0.7124 -0.8199
H -0.618886 -0.751327 -0.348772 0.0970 0.0347 0.1510
H 2.047818 -0.608144 -1.241036 0.1562 -0.2797 -0.8000
H -3.998756 -0.929677 -0.912339 -0.4763 -0.0174 0.4275
C -0.246445 1.352040 -0.345313 0.3047 -1.7614 -2.7058
H -3.493670 -1.061458 0.887839 -0.8989 0.8816 -0.1211
O 2.299467 -1.478281 -0.896977 -0.4067 0.6124 0.8225
H -0.848338 2.245987 -0.143864 0.8931 0.3557 1.0766
H 2.043896 1.847303 -0.767291 -0.0062 -0.2350 -0.2195
H -2.605951 -1.805794 -0.236241 0.0210 0.0601 -0.8190
N -2.413671 0.301441 -0.359017 -0.0913 0.2902 -0.1675
C 1.955642 -1.217928 0.499479 1.2346 0.9412 -1.9143
H 3.348944 0.467663 0.763642 0.0716 -0.1636 -0.5104
H 0.884330 -1.317807 0.557319 -0.1019 -0.6809 0.8100
H 0.798528 1.848536 0.416335 1.1046 3.1514 3.4263
H -2.331840 0.393630 -1.365397 -0.1207 0.2992 -0.0224
H 2.586707 -1.874561 1.072938 -0.3101 -0.4450 0.5086
C 2.281182 0.252246 0.814908 -0.5090 -0.9752 1.2593
```
Positions in Å, forces in eV/Å.

Energy relative to the best compared isomer or geometry (same formula, charge and spin)   539.9 kJ/mol
Electronic energy   -9998.1612 eV
Net charge   0
Kohn-Sham gap   9.22 eV
LUMO energy   0.873 eV



[3]
Computed, not measured: an isolated molecule of C6H15NO, with ωB97M-V/def2-TZVPD.

XYZ file:
```
23
Properties=species:S:1:pos:R:3:forces:R:3
H 0.016187 -3.248716 1.446767 -0.4092 0.3336 0.5088
H 0.205125 -1.423189 1.909162 -0.2797 -1.2791 -0.1908
N 0.736047 0.579118 -0.855607 0.1762 0.1925 0.1262
H -0.701766 -2.668180 -0.719774 0.6848 0.0935 -0.0780
H -1.210268 1.182937 -1.382966 -0.0434 -0.1561 0.2273
H -0.113715 -0.765760 -1.973283 -0.0290 -0.6914 0.1990
O 1.754680 -2.295417 0.957958 0.4159 -0.6651 -0.0371
H -2.007562 1.224369 0.820205 -0.0621 -0.1918 0.4268
H 1.370213 -1.384032 -1.358447 0.2957 0.3896 0.2859
H -0.604986 1.805142 1.714508 0.2340 0.8130 -1.1104
H -1.313624 -1.275743 0.043891 0.5928 -0.5005 0.5207
C -0.088233 2.954268 -0.744795 -0.2047 -1.1194 -0.1815
H 2.041942 -3.194800 1.157378 0.1249 0.3477 -0.1056
H 1.420045 0.742259 -0.124877 -0.1018 0.1141 0.0754
H -0.586830 3.433120 0.091921 0.2898 0.4253 -0.0368
C -0.446842 1.465717 -0.656404 1.2340 -0.6878 2.5504
H -0.481994 3.373595 -1.661764 0.5098 0.3247 -0.2981
C 0.343321 -2.250631 1.156443 0.1868 1.3926 0.1131
C -0.348763 -1.813212 -0.122248 -1.0531 1.1770 -0.5585
C 0.476030 -0.849988 -1.039896 -1.0262 -0.1866 -1.9773
H -0.544350 0.249252 1.160385 -0.5183 -0.2558 -0.2424
H 0.999525 2.944572 -0.649618 -0.1087 0.8240 -0.1601
C -0.914186 1.215313 0.831055 -0.9085 -0.6941 -0.0572
```
Positions in Å, forces in eV/Å.

Energy relative to the best compared isomer or geometry (same formula, charge and spin)   242.0 kJ/mol
Electronic energy   -10001.2492 eV
Net charge   0
Kohn-Sham gap   9.20 eV
LUMO energy   0.868 eV



[4]
Computed, not measured: a structure of composition C6H15NO, with ωB97M-V/def2-TZVPD.

XYZ file:
```
23
Properties=species:S:1:pos:R:3:forces:R:3
C 2.401807 0.227399 0.830614 -2.1847 0.0797 0.0139
H 1.042787 -1.486504 0.625797 0.3203 0.5289 -0.3059
H -2.765275 -1.855042 -0.449136 -0.3941 0.0329 0.8349
H -0.553190 -0.716842 -0.210641 -0.2846 -0.0875 0.0458
H -0.097086 1.426621 -1.434647 -0.7205 -0.0409 0.0185
C -3.297500 -0.937488 -0.134999 -0.8447 0.5478 -0.4502
H -0.836670 2.273458 -0.070079 0.8305 0.4846 0.4620
C -0.246868 1.396239 -0.358078 -1.2885 -3.1922 -2.2124
H 2.166297 1.760679 -0.728531 -0.6771 0.4957 -0.6154
H 2.219031 -0.612934 -1.348217 -0.1215 -0.0841 0.2345
H 0.709831 1.805915 0.334662 3.0264 1.3172 2.1805
H -1.046604 0.175158 1.253820 0.0743 -0.1145 -0.4486
H -4.179560 -0.831550 -0.782879 0.5018 0.0448 -0.5140
O 2.473551 -1.424564 -0.878747 0.3744 -0.5421 -0.0508
C -1.082181 0.176776 0.145609 0.8703 0.0039 0.4443
H 3.461542 0.322080 0.562789 -0.2578 0.7604 0.2330
C 1.559047 1.127846 -0.111593 -0.4408 0.7148 0.2043
H 2.166617 0.561294 1.860203 0.6453 -0.8711 -0.1807
H -3.867049 -0.874776 0.797699 0.9591 -0.8775 0.5447
N -2.474444 0.252738 -0.276978 0.5534 0.8621 -1.0134
H 2.531888 -1.990251 1.179667 0.7247 0.7052 -1.0927
H -2.401800 0.452471 -1.269546 -0.3492 0.1078 -0.0176
C 2.115839 -1.228726 0.463207 -1.3171 -0.8760 1.6854
```
Positions in Å, forces in eV/Å.

Energy relative to the best compared isomer or geometry (same formula, charge and spin)   627.3 kJ/mol
Electronic energy   -9997.2551 eV
Net charge   0
Kohn-Sham gap   8.62 eV
LUMO energy   0.843 eV



[5]
Computed, not measured: a cluster of 2 separate species, C6H15NO in total, with ωB97M-V/def2-TZVPD.

XYZ file:
```
23
Properties=species:S:1:pos:R:3:forces:R:3
H -0.400790 0.920125 1.699770 -0.0793 0.1182 0.1276
H -2.083252 1.246919 2.380055 0.6062 0.2192 0.4635
H 2.043457 -0.029137 -2.798225 0.4555 0.0555 -0.1854
C 1.163897 -1.319007 -1.412125 -0.1082 -0.1745 0.0290
H -3.171439 1.385685 0.381400 0.0152 -0.1123 -0.1281
H 0.142434 -0.962768 -1.555156 -0.1202 -0.0264 -0.0501
H 3.150818 -0.623902 -1.508779 0.3904 0.1752 -0.3290
H 0.986245 1.535502 -0.934347 -0.0680 0.0962 -0.9810
C -2.087409 1.355187 0.285190 0.2195 -0.0532 0.4606
H 2.779539 1.723045 -1.309763 -0.3583 0.8198 -0.2112
O -2.970495 -1.067364 1.708865 -0.1996 0.2067 0.3808
H 2.189135 0.992266 0.102495 0.1616 -0.4931 -0.2173
H -1.749417 2.388835 0.200042 0.0891 -0.1375 -0.2075
N -0.802679 -1.569615 1.701021 -0.0792 -0.3789 0.5648
H 1.326154 -2.160171 -2.084642 -0.1553 -0.0839 -0.0118
C -1.477544 0.796621 1.595625 -1.3897 -0.1683 -0.3566
H 1.240102 -1.734670 -0.398453 0.1788 0.2263 0.0104
H -1.008634 -2.550060 1.867016 0.2382 0.0510 -0.2377
C 1.974413 1.079531 -0.980793 0.8251 -0.2372 1.4751
C 2.171979 -0.221044 -1.736839 -1.2304 -0.3655 0.5278
H -1.804830 0.768289 -0.584407 0.0766 0.1439 -0.1129
H 0.155903 -1.255428 1.651369 0.0286 -0.0752 0.0130
C -1.767591 -0.698844 1.730689 0.5034 0.1938 -1.0240
```
Positions in Å, forces in eV/Å.

Energy relative to the best compared isomer or geometry (same formula, charge and spin)   132.5 kJ/mol
Electronic energy   -9993.8660 eV
Multiplicity   2
Net charge   +1
Kohn-Sham gap (alpha / beta)   10.46 / 5.58 eV
LUMO energy (alpha / beta)   -4.063 / -8.948 eV



[6]
Computed, not measured: a structure of composition C6H15NO, with ωB97M-V/def2-TZVPD.

XYZ file:
```
23
Properties=species:S:1:pos:R:3:forces:R:3
H -2.436106 1.756548 -0.307268 -0.8318 0.3761 0.2524
H 3.560668 0.463273 -0.001373 -0.3048 1.1740 1.5253
H -2.943977 -0.562297 1.696546 -0.5571 2.3638 -1.2271
C 2.587939 0.055003 0.343391 -0.4363 -6.3942 -2.0195
H 1.023841 -1.924315 -1.526882 -0.4614 1.4792 0.5449
H -1.187731 -1.506290 -0.251034 0.7727 0.2106 -0.2073
H -4.191764 0.339858 0.840109 -2.1436 0.4797 0.0426
C -2.286614 0.725954 -0.008808 1.1927 0.0418 1.7645
C -0.822941 0.506868 0.426967 0.0348 -0.0371 2.4904
C -0.281522 -0.868252 -0.073599 -1.4097 -0.2688 0.5976
O 1.368872 0.335419 1.630157 4.2328 1.4916 -1.8818
H -0.172806 1.332759 0.151477 -0.3698 0.1196 -0.4734
H -0.716293 0.625376 1.626940 -0.5880 -0.5799 -2.7290
H 2.321647 0.870966 1.179627 -1.9220 1.3025 2.8704
H 2.540871 -0.087468 -1.786176 0.4355 -0.0547 -0.1986
N -3.242210 0.294421 1.069566 3.8612 -2.4765 -1.7159
H -2.273233 0.179448 -0.979646 -1.3281 -0.3649 0.4682
C 0.687451 -0.858500 -1.270800 -2.0518 -1.7585 0.0223
H 0.081053 -0.507159 -2.137543 0.6824 -0.2044 0.1875
H 2.931689 -1.026735 0.783656 -1.0959 2.6302 -1.4264
C 1.796998 0.067580 -1.014467 2.1318 -0.3647 0.9152
H 0.175168 -1.266572 0.805800 0.5337 -0.6755 0.1666
H 1.478999 1.054125 -1.196634 -0.3773 1.5102 0.0310
```
Positions in Å, forces in eV/Å.

Energy relative to the best compared isomer or geometry (same formula, charge and spin)   688.8 kJ/mol
Electronic energy   -9988.1002 eV
Multiplicity   2
Net charge   +1
Kohn-Sham gap (alpha / beta)   10.22 / 5.02 eV
LUMO energy (alpha / beta)   -3.371 / -8.548 eV